{
  "formula": "C21H29N3O5S",
  "method": "ωB97M-V/def2-TZVPD",
  "species": ["C", "C", "C", "N", "C", "O", "N", "C", "C", "O", "N", "C", "C", "C", "C", "C", "O", "C", "O", "C", "C", "C", "S", "C", "C", "O", "C", "C", "C", "C", "H", "H", "H", "H", "H", "H", "H", "H", "H", "H", "H", "H", "H", "H", "H", "H", "H", "H", "H", "H", "H", "H", "H", "H", "H", "H", "H", "H", "H"],
  "xyz": [[-2.74527, -4.84304, -2.24738], [-1.89850, -3.77808, -1.56489], [-2.28356, -3.64025, -0.09187], [-1.50060, -2.61294, 0.57075], [-0.32056, -2.98781, 1.19460], [0.01198, -4.14657, 1.25883], [0.42673, -1.96115, 1.75178], [1.74565, -2.32034, 2.26656], [2.79035, -1.80647, 1.25985], [3.13653, -2.45939, 0.29912], [3.24367, -0.57017, 1.54471], [3.98579, 0.21161, 0.58653], [3.07670, 1.25935, -0.09318], [2.08359, 0.61720, -1.06622], [2.90885, 0.52014, -2.35176], [3.96404, 1.62899, -2.18630], [3.82678, 2.16094, -0.87686], [0.06313, -0.61709, 1.83312], [0.75936, 0.18092, 2.43777], [-1.15495, -0.30199, 1.13524], [-1.75298, 0.98085, 0.93679], [-2.88001, 0.91434, 0.18919], [-3.26425, -0.71351, -0.31300], [-1.86405, -1.30757, 0.51366], [-3.67973, 2.10993, -0.20526], [-3.25941, 3.26042, 0.48296], [-1.84495, 3.43593, 0.60972], [-1.67722, 4.76699, 1.34055], [-1.15667, 3.49685, -0.75875], [-1.25166, 2.28806, 1.44964], [-2.46003, -4.93884, -3.29135], [-3.79993, -4.58092, -2.20086], [-2.60624, -5.80621, -1.76306], [-2.03751, -2.81806, -2.06737], [-0.84272, -4.04745, -1.62583], [-2.08917, -4.57964, 0.42994], [-3.34045, -3.37736, 0.00546], [1.79199, -3.40854, 2.32036], [1.88181, -1.86868, 3.25034], [2.75193, -0.04729, 2.26011], [4.80379, 0.73272, 1.09146], [4.39793, -0.47601, -0.15403], [2.58213, 1.84829, 0.68758], [1.22463, 1.27514, -1.20315], [1.73460, -0.35328, -0.72194], [3.38406, -0.45721, -2.42208], [2.30127, 0.67152, -3.24131], [3.81375, 2.45699, -2.88489], [4.97986, 1.23958, -2.32382], [-4.73610, 1.98151, 0.05400], [-3.61884, 2.25793, -1.29778], [-0.63216, 4.93255, 1.58481], [-2.26318, 4.75680, 2.25513], [-2.03373, 5.58024, 0.71493], [-1.15033, 2.52117, -1.24016], [-1.67673, 4.20300, -1.40217], [-0.12920, 3.82830, -0.63588], [-0.16215, 2.30681, 1.42260], [-1.55803, 2.40080, 2.49304]],
  "forces_ev_per_a": [[0.16, 0.18, 0.05], [-0.15, -0.11, 0.12], [0.08, -0.31, -0.36], [0.10, -0.12, 0.12], [-0.35, -0.06, -0.08], [0.13, -0.29, -0.06], [0.24, 0.05, 0.15], [0.29, -0.12, -0.04], [-0.14, -0.06, 0.63], [-0.01, -0.26, -0.37], [0.18, 0.40, 0.12], [0.10, 0.31, -0.26], [-0.15, -0.35, 0.31], [0.09, 0.18, 0.14], [0.08, 0.03, 0.06], [0.12, 0.00, -0.40], [0.06, 0.11, 0.17], [-0.32, -0.08, -0.10], [-0.08, 0.14, 0.16], [-0.38, -0.29, -0.32], [-0.34, -0.01, -0.17], [0.28, -0.19, 0.20], [0.33, 0.13, 0.24], [0.09, 0.71, 0.20], [-0.29, -0.04, -0.32], [-0.01, 0.08, 0.13], [0.56, 0.19, 0.17], [-0.19, -0.38, -0.21], [-0.32, -0.04, 0.21], [-0.23, 0.24, -0.12], [-0.04, -0.07, -0.10], [-0.15, -0.03, -0.03], [-0.03, -0.15, 0.02], [0.09, 0.02, 0.00], [0.04, 0.08, 0.02], [-0.14, 0.14, -0.03], [0.03, -0.07, 0.08], [0.06, 0.25, 0.00], [-0.05, -0.07, -0.08], [-0.01, -0.27, -0.12], [-0.01, -0.05, -0.11], [0.06, 0.07, 0.05], [0.00, -0.06, -0.06], [-0.04, 0.01, 0.03], [-0.08, -0.07, 0.00], [-0.01, -0.02, -0.04], [0.00, -0.05, -0.03], [0.06, -0.10, 0.02], [-0.09, 0.05, -0.02], [0.10, 0.00, -0.10], [-0.02, 0.02, 0.15], [0.13, 0.03, 0.03], [-0.03, 0.00, 0.13], [-0.01, 0.12, -0.07], [0.04, -0.09, -0.10], [-0.03, 0.09, -0.07], [0.13, 0.01, -0.01], [0.00, 0.08, 0.02], [0.09, 0.06, 0.03]],
  "charge": 0,
  "e_tot_ev": -47792.927,
  "e_lumo_ev": 0.4,
  "e_homo_ev": -8.41,
  "largest_force_ev_per_a": 0.75,
  "homo_lumo_gap_ev": 8.8,
  "smiles": "CCCn1c(=O)n(CC(=O)NC[C@@H]2CCCO2)c(=O)c2c3c(sc21)COC(C)(C)C3"
}


{
  "formula": "C21H29N3OS",
  "method": "ωB97M-V/def2-TZVPD",
  "species": ["C", "C", "C", "C", "O", "N", "C", "C", "C", "C", "C", "C", "C", "S", "N", "C", "C", "N", "C", "C", "C", "C", "C", "C", "C", "C", "H", "H", "H", "H", "H", "H", "H", "H", "H", "H", "H", "H", "H", "H", "H", "H", "H", "H", "H", "H", "H", "H", "H", "H", "H", "H", "H", "H", "H"],
  "xyz": [[4.13372, 1.92067, 2.39987], [2.67557, 1.56177, 2.65830], [2.42088, 0.07495, 2.40062], [0.95886, -0.28888, 2.58819], [0.55087, -0.99553, 3.48681], [0.14406, 0.26985, 1.66574], [-1.27810, -0.00077, 1.60316], [-2.00298, 0.64943, 2.78035], [-1.81434, 0.53945, 0.26559], [-3.21138, 0.06891, -0.00965], [-4.20958, 0.77722, -0.60826], [-5.39968, 0.03552, -0.77793], [-5.29095, -1.23194, -0.30879], [-3.73463, -1.54622, 0.34939], [-0.86761, 0.25747, -0.80907], [-1.06407, 1.02174, -2.02332], [0.29672, 1.11422, -2.74452], [1.06571, -0.09481, -2.52913], [2.32027, -0.04208, -1.95268], [3.17661, 1.03029, -2.23740], [4.45315, 1.08319, -1.71571], [4.93160, 0.06360, -0.90963], [4.10519, -1.01191, -0.63548], [2.81830, -1.06511, -1.13815], [0.21074, -1.24514, -2.38466], [-0.64710, -1.14946, -1.10949], [4.30666, 2.97793, 2.58756], [4.78850, 1.34512, 3.04989], [4.39856, 1.70347, 1.36693], [2.41445, 1.79722, 3.69207], [2.03608, 2.16351, 2.00841], [2.72577, -0.17354, 1.38164], [3.00913, -0.52349, 3.09725], [0.53734, 0.72554, 0.85592], [-1.43525, -1.08686, 1.66217], [-1.61982, 0.22997, 3.70577], [-1.83365, 1.72399, 2.78259], [-3.07097, 0.45785, 2.71899], [-1.84782, 1.63543, 0.34379], [-4.10398, 1.80406, -0.91162], [-6.29257, 0.43349, -1.22559], [-6.02725, -2.01057, -0.30490], [-1.40176, 2.02750, -1.76720], [-1.82747, 0.57184, -2.67850], [0.13522, 1.27602, -3.81886], [0.84873, 1.96502, -2.34437], [2.85064, 1.81992, -2.89701], [5.08653, 1.92601, -1.95316], [5.93265, 0.10321, -0.50838], [4.45917, -1.81891, -0.00997], [2.20262, -1.91145, -0.87834], [-0.43890, -1.27148, -3.26648], [0.80181, -2.15987, -2.38921], [-0.12388, -1.59672, -0.26115], [-1.58700, -1.70175, -1.26568]],
  "forces_ev_per_a": [[-0.23, 0.05, 0.04], [0.21, -0.09, -0.09], [-0.13, 0.09, 0.19], [0.55, 0.21, -0.25], [-0.21, -0.34, 0.36], [-0.33, 0.13, -0.25], [-0.04, 0.17, 0.25], [0.02, -0.26, -0.12], [0.27, -0.03, 0.11], [-0.12, -0.23, 0.07], [0.24, -0.05, 0.13], [-0.17, -0.16, -0.03], [0.25, -0.18, 0.14], [-0.28, 0.49, -0.18], [-0.01, 0.18, -0.09], [0.10, -0.04, -0.10], [-0.15, 0.19, -0.19], [-0.07, -0.07, -0.11], [0.21, -0.03, -0.03], [-0.06, 0.14, 0.02], [0.01, 0.01, 0.05], [0.14, -0.08, 0.06], [0.14, 0.05, -0.06], [-0.15, -0.09, -0.04], [-0.06, -0.05, 0.13], [0.11, -0.14, -0.01], [0.10, 0.09, 0.01], [0.13, -0.05, 0.06], [0.07, -0.01, -0.08], [-0.10, 0.04, 0.00], [-0.04, 0.03, 0.06], [0.01, 0.01, 0.03], [-0.05, -0.05, -0.04], [0.09, -0.12, -0.05], [0.06, 0.07, -0.03], [-0.01, 0.00, 0.07], [0.02, 0.13, -0.04], [-0.15, 0.01, 0.04], [-0.03, -0.12, 0.02], [0.08, 0.21, -0.02], [-0.18, 0.03, -0.07], [-0.21, -0.13, -0.02], [-0.04, -0.03, -0.04], [-0.01, 0.08, 0.04], [0.00, 0.12, 0.07], [-0.04, -0.05, -0.03], [-0.04, 0.04, -0.07], [0.04, 0.06, -0.03], [0.09, 0.00, 0.03], [0.01, -0.06, 0.06], [-0.11, -0.07, 0.01], [0.04, -0.08, 0.07], [-0.08, 0.01, -0.05], [-0.03, -0.08, 0.01], [0.11, 0.04, -0.01]],
  "charge": 0,
  "e_tot_ev": -39601.257,
  "e_lumo_ev": 0.6,
  "e_homo_ev": -7.79,
  "largest_force_ev_per_a": 0.64,
  "homo_lumo_gap_ev": 8.4,
  "smiles": "CCCC(=O)N[C@@H](C)[C@H](c1cccs1)N1CCN(c2ccccc2)CC1"
}


{
  "formula": "C21H29N5O2",
  "method": "ωB97M-V/def2-TZVPD",
  "species": ["C", "C", "C", "N", "N", "C", "C", "C", "N", "C", "O", "C", "C", "C", "C", "N", "C", "C", "C", "C", "C", "C", "N", "O", "C", "C", "C", "C", "H", "H", "H", "H", "H", "H", "H", "H", "H", "H", "H", "H", "H", "H", "H", "H", "H", "H", "H", "H", "H", "H", "H", "H", "H", "H", "H", "H", "H"],
  "xyz": [[-9.78659, 3.31107, 1.30612], [-8.46995, 2.78147, 1.78002], [-7.38837, 3.50125, 2.32538], [-6.36767, 2.71261, 2.62971], [-6.76831, 1.48504, 2.28917], [-5.86094, 0.36537, 2.43096], [-4.77275, 0.36193, 1.36717], [-3.85528, -0.84063, 1.53063], [-2.79552, -0.88662, 0.51442], [-1.48414, -0.73858, 0.93879], [-1.15061, 0.17187, 1.66363], [-0.49071, -1.69838, 0.31228], [0.94674, -1.23276, 0.45704], [1.26772, 0.05914, -0.33323], [2.48297, -0.30267, -1.19112], [3.08661, -1.42847, -0.48475], [4.07327, -2.14677, -1.25971], [5.31550, -1.33055, -1.52066], [5.85169, -0.51825, -0.52358], [7.00180, 0.21329, -0.75493], [7.65205, 0.13537, -1.98362], [8.89499, 0.95458, -2.16464], [9.74566, 0.54339, -3.14801], [9.12691, 1.93380, -1.48412], [7.11552, -0.66525, -2.98433], [5.95304, -1.38626, -2.75283], [1.95619, -2.24693, -0.08398], [-8.01749, 1.48188, 1.77075], [-10.57119, 2.56014, 1.39824], [-10.08685, 4.18005, 1.89151], [-9.74550, 3.61969, 0.25988], [-7.31935, 4.56041, 2.52008], [-5.42041, 0.41855, 3.42764], [-6.46183, -0.54474, 2.37599], [-5.22982, 0.34688, 0.37428], [-4.18563, 1.27729, 1.44558], [-3.38293, -0.80301, 2.51488], [-4.43200, -1.76706, 1.47034], [-2.90177, -1.66955, -0.11343], [-0.63903, -2.67673, 0.78424], [-0.74534, -1.82929, -0.74582], [1.14258, -1.05877, 1.51467], [0.42376, 0.37463, -0.94902], [1.48776, 0.87758, 0.34838], [2.16461, -0.61683, -2.20155], [3.19450, 0.51456, -1.30510], [4.34816, -3.04787, -0.70257], [3.65516, -2.48542, -2.22517], [5.34290, -0.45789, 0.43015], [7.41872, 0.86053, 0.00503], [9.67038, -0.36564, -3.56360], [10.61469, 1.04062, -3.23849], [7.57337, -0.70282, -3.96519], [5.52844, -1.99000, -3.54660], [2.25776, -2.99331, 0.65330], [1.52561, -2.77851, -0.95516], [-8.48911, 0.56659, 1.45091]],
  "forces_ev_per_a": [[0.01, 0.00, 0.00], [0.02, 0.03, -0.04], [0.00, -0.02, 0.03], [0.01, 0.01, -0.02], [0.00, 0.00, -0.01], [-0.02, 0.02, -0.01], [-0.01, -0.02, 0.00], [-0.02, 0.49, -0.07], [0.03, -0.91, 0.35], [0.12, 0.79, -0.83], [-0.09, -0.36, 0.54], [0.00, 0.00, 0.00], [0.00, -0.01, 0.00], [-0.02, -0.01, 0.01], [-0.01, -0.02, 0.01], [0.01, 0.02, 0.00], [-0.01, -0.01, -0.01], [0.03, 0.03, 0.01], [-0.02, -0.01, 0.01], [0.02, 0.00, -0.03], [-0.01, 0.01, 0.05], [-0.02, -0.04, -0.05], [0.02, 0.03, -0.05], [0.01, 0.01, 0.03], [0.02, 0.01, 0.00], [-0.02, -0.01, -0.01], [-0.01, 0.03, 0.01], [-0.01, -0.01, 0.03], [0.00, 0.00, 0.00], [-0.01, -0.01, 0.00], [0.01, 0.00, 0.00], [-0.01, 0.00, 0.00], [0.00, 0.00, 0.00], [0.01, 0.00, 0.01], [0.00, 0.00, 0.00], [0.00, 0.00, 0.00], [-0.02, 0.00, 0.00], [0.00, 0.00, 0.01], [-0.02, 0.00, -0.01], [0.02, 0.00, 0.01], [0.00, 0.01, 0.00], [0.01, 0.00, 0.00], [0.01, 0.01, -0.01], [0.01, 0.00, 0.00], [0.00, 0.01, -0.01], [0.01, 0.00, -0.01], [0.01, 0.00, 0.00], [0.00, 0.00, 0.00], [0.00, 0.00, 0.00], [-0.01, 0.00, 0.01], [-0.01, -0.03, 0.02], [0.00, 0.00, 0.02], [0.00, 0.00, 0.00], [0.00, 0.00, 0.00], [-0.01, -0.02, -0.01], [0.01, -0.02, 0.00], [0.00, 0.00, 0.00]],
  "charge": 0,
  "e_tot_ev": -33794.031,
  "e_lumo_ev": 0.6,
  "e_homo_ev": -8.82,
  "largest_force_ev_per_a": 1.16,
  "homo_lumo_gap_ev": 9.4,
  "smiles": "Cc1cnn(CCCNC(=O)C[C@@H]2CCN(Cc3ccc(C(N)=O)cc3)C2)c1"
}


{
  "formula": "C21H29N5O2",
  "method": "ωB97M-V/def2-TZVPD",
  "species": ["C", "C", "C", "N", "N", "C", "C", "C", "N", "C", "O", "C", "C", "C", "C", "N", "C", "C", "C", "C", "C", "C", "N", "O", "C", "C", "C", "C", "H", "H", "H", "H", "H", "H", "H", "H", "H", "H", "H", "H", "H", "H", "H", "H", "H", "H", "H", "H", "H", "H", "H", "H", "H", "H", "H", "H", "H"],
  "xyz": [[6.36567, -3.86355, -4.57405], [5.47898, -2.87455, -3.88686], [4.65791, -3.07053, -2.75768], [4.01145, -1.96592, -2.41493], [4.40407, -1.04720, -3.30300], [3.82507, 0.27847, -3.26149], [2.38242, 0.28631, -3.74579], [1.74873, 1.66076, -3.58265], [0.35866, 1.71334, -4.03195], [-0.71696, 1.57449, -3.17753], [-1.71017, 2.26029, -3.30780], [-0.59453, 0.51646, -2.09965], [-1.69599, 0.61587, -1.05966], [-1.61742, 1.89163, -0.18517], [-1.54050, 1.37005, 1.25056], [-2.18100, 0.06180, 1.17347], [-1.98200, -0.75902, 2.34757], [-2.68229, -0.20437, 3.56402], [-3.97666, 0.30105, 3.46267], [-4.62748, 0.79481, 4.57809], [-4.00378, 0.77878, 5.82241], [-4.76372, 1.32876, 6.99117], [-4.34529, 0.92182, 8.22758], [-5.68752, 2.10526, 6.85076], [-2.70959, 0.28414, 5.92673], [-2.05445, -0.19776, 4.80225], [-1.63972, -0.52545, -0.04084], [5.27699, -1.55175, -4.20434], [6.87898, -3.40381, -5.41816], [7.12640, -4.25558, -3.89762], [5.79583, -4.71204, -4.95533], [4.51846, -3.97078, -2.17929], [3.88276, 0.63333, -2.23078], [4.44991, 0.93012, -3.87463], [2.33742, -0.01491, -4.79489], [1.82372, -0.45549, -3.17355], [1.83032, 1.98620, -2.54012], [2.30289, 2.39160, -4.17434], [0.16744, 2.45261, -4.69331], [-0.61163, -0.45778, -2.59983], [0.38514, 0.58674, -1.61616], [-2.65634, 0.59802, -1.57288], [-0.75169, 2.50725, -0.43597], [-2.50179, 2.50753, -0.33363], [-0.48720, 1.26074, 1.56840], [-2.04088, 2.00987, 1.97722], [-2.37685, -1.75670, 2.13206], [-0.90732, -0.88338, 2.57216], [-4.45753, 0.31605, 2.49285], [-5.62649, 1.20403, 4.50898], [-3.80001, 0.08528, 8.32957], [-4.92384, 1.19859, 9.00277], [-2.18602, 0.30808, 6.87447], [-1.03695, -0.56109, 4.88741], [-2.21471, -1.40340, -0.34118], [-0.59067, -0.84523, 0.11210], [5.68979, -0.93983, -4.99019]],
  "forces_ev_per_a": [[0.00, 0.00, 0.00], [0.00, 0.00, 0.00], [0.00, 0.01, 0.00], [0.00, -0.01, 0.00], [0.00, 0.00, 0.00], [0.00, 0.00, 0.00], [-0.01, -0.01, 0.00], [0.01, -0.24, -0.03], [-0.05, 0.31, -0.04], [0.16, 0.15, 0.26], [-0.11, -0.21, -0.19], [0.01, 0.00, -0.01], [0.00, 0.01, 0.00], [-0.01, 0.00, 0.00], [0.01, 0.00, 0.00], [0.00, 0.00, 0.00], [0.00, 0.00, 0.00], [0.00, 0.00, 0.00], [0.00, 0.00, 0.00], [0.00, 0.00, 0.00], [0.00, 0.00, 0.01], [0.00, 0.00, 0.00], [0.00, 0.00, 0.00], [0.00, 0.00, 0.00], [0.00, 0.00, 0.00], [0.00, 0.00, 0.00], [0.01, 0.00, 0.00], [0.01, 0.00, 0.00], [0.00, 0.00, 0.00], [0.00, 0.00, 0.00], [0.00, 0.00, 0.00], [0.00, 0.00, 0.00], [0.00, 0.00, 0.00], [0.00, 0.00, 0.00], [0.00, 0.00, 0.00], [0.00, 0.00, 0.00], [0.00, 0.00, 0.00], [0.00, 0.00, 0.00], [0.00, 0.00, 0.00], [0.00, 0.00, 0.00], [0.00, 0.00, 0.00], [0.00, 0.00, 0.00], [0.00, 0.00, 0.00], [0.00, 0.00, 0.00], [0.00, 0.00, 0.00], [0.00, 0.00, 0.00], [0.00, 0.00, 0.00], [0.00, 0.00, 0.00], [0.00, 0.00, 0.00], [0.00, 0.00, 0.00], [0.00, 0.00, -0.01], [0.00, 0.00, 0.00], [0.00, 0.00, 0.00], [0.00, 0.00, 0.00], [0.00, 0.00, 0.00], [0.00, 0.00, 0.00], [0.00, 0.00, 0.00]],
  "charge": 0,
  "e_tot_ev": -33794.131,
  "e_lumo_ev": 0.6,
  "e_homo_ev": -8.78,
  "largest_force_ev_per_a": 0.34,
  "homo_lumo_gap_ev": 9.4,
  "smiles": "Cc1cnn(CCCNC(=O)C[C@@H]2CCN(Cc3ccc(C(N)=O)cc3)C2)c1"
}